Entry 1
20
Properties=species:S:1:pos:R:3 method="wB97M-V/def2-TZVPD" gap_ev=9.17 smiles="C/C=C(/N)N(C)C(N)=O" total_charge=0
O -2.2096 1.1834 -1.0073
N 0.2029 -1.6674 1.5220
N -1.4781 1.2374 1.1394
N -0.6903 -0.4901 -0.2981
C 0.4235 -0.7222 0.5170
C 1.5414 0.0321 0.4515
C -1.4203 0.8186 -0.1633
C 1.6149 1.2583 -0.3698
C -0.6875 -1.0736 -1.6242
H 0.2064 -0.8355 -2.1963
H -1.5583 -0.6912 -2.1566
H 0.5773 1.4728 -0.7898
H 2.3405 -0.1452 1.1567
H -0.4692 -2.3831 1.2832
H 2.2921 1.1325 -1.2140
H -0.7780 -2.1590 -1.5387
H 1.9037 2.1286 0.2161
H -0.7716 0.9236 1.7832
H 1.0376 -2.0373 1.9513
H -2.0776 2.0171 1.3377

---

Entry 2
20
Properties=species:S:1:pos:R:3 method="wB97M-V/def2-TZVPD" gap_ev=8.85 total_charge=0
O 1.3338 -1.3854 0.6528
N 1.2144 2.1998 -2.1310
N -1.6590 -0.5366 -0.8961
N -1.0558 1.3671 -2.5444
C 0.1005 1.1589 0.3215
C -0.7270 -0.4457 -0.1253
C -0.0792 -1.5650 0.6543
C -0.6513 -1.6457 2.0703
C -0.0204 1.6973 -2.0825
H -0.3350 -2.4825 0.1099
H 1.1760 1.0255 0.3752
H 1.8897 1.8156 -1.4882
H -1.6257 0.2989 -1.7796
H -0.4069 -0.7483 2.6376
H -0.2322 -2.5080 2.5930
H -0.2458 1.0208 1.3447
H 1.7227 -2.0822 1.1924
H -1.7333 -1.7628 2.0309
H -0.2398 2.1724 0.1162
H 1.5743 2.4057 -3.0516

---

Entry 3
20
Properties=species:S:1:pos:R:3 method="wB97M-V/def2-TZVPD" gap_ev=8.77 total_charge=0
O 1.0638 2.5685 -0.1811
N 0.8399 -0.1397 0.1661
N -0.2729 2.6092 -0.3811
N -0.4833 0.1479 -0.2049
C 0.2404 -3.0480 -0.1464
C -1.2591 -1.0024 -0.5411
C -0.8861 1.4602 -0.2966
C -1.0095 -2.2946 -0.4702
C 1.0937 -0.1562 1.6073
H -1.7055 -3.1196 -0.7637
H 1.0222 -2.3448 0.0024
H 1.2409 3.4583 0.1601
H 0.0732 -3.6673 0.8499
H 2.0964 -0.5243 1.7888
H 0.9875 0.9221 2.1021
H 1.4749 0.4881 -0.1826
H 0.2482 -0.7156 2.1278
H -1.9532 1.4492 -0.7275
H -2.2364 -0.8017 -0.9504
H 0.5793 -3.7673 -0.9376

---

Which of them is the least stable? Correct choice: entry 3.

---

Entry 1
20
Properties=species:S:1:pos:R:3 method="wB97M-V/def2-TZVPD" gap_ev=8.36 smiles="[H]/N=C(/C)[NH2+]N([O-])C(=C)C" total_charge=0
O 1.6371 -0.1758 -0.5366
N 0.4138 0.3198 -0.5399
N 0.3978 -1.0489 3.0726
N -0.3531 -0.2211 0.9303
C 0.1157 -0.5804 -2.7375
C -1.8071 0.5238 -1.5613
C 1.6658 0.7051 1.9590
C -0.4084 -0.0196 -1.6459
C 0.5518 -0.1852 2.1636
H 1.3616 1.7170 1.6946
H -0.2965 -1.7701 2.8957
H -2.2695 0.5234 -2.5457
H -2.4365 -0.0734 -0.8967
H -1.8002 1.5496 -1.1901
H -0.4596 -0.6589 -3.6480
H 1.1417 -0.9134 -2.7455
H 2.0068 0.2837 0.7592
H -1.0741 0.4891 0.9824
H -0.7410 -1.1555 0.7937
H 2.3539 0.6907 2.7959

---

Entry 2
20
Properties=species:S:1:pos:R:3 method="wB97M-V/def2-TZVPD" gap_ev=9.72 total_charge=0
O 1.3335 0.1852 -1.5914
N 3.0805 -0.6702 -0.1309
N -0.9449 -0.4088 0.5444
N -1.6348 -0.8243 -0.6557
C -0.2808 0.8636 0.4128
C -0.0583 -1.4330 1.1720
C 2.0878 -0.0454 -0.4961
C 1.0316 0.9623 -0.3898
C -1.3684 1.6995 -0.2288
H -2.3875 1.5293 0.3306
H 0.8298 -1.0258 1.6030
H -0.6510 -1.8535 1.9929
H -0.0432 1.1723 1.4664
H 0.2523 -2.0437 0.4117
H -1.0913 -1.2215 -1.3124
H -1.4769 1.2391 -1.2133
H -1.0337 2.7588 -0.1751
H -2.3364 -1.4893 -0.3974
H 1.2751 1.9537 -0.4986
H 3.4166 -1.3481 -0.8443

---

Which of them is the least stable? Correct choice: entry 1.

---

Entry 1
24
Properties=species:S:1:pos:R:3 method="wB97M-V/def2-TZVPD" gap_ev=10.64 total_charge=+1
O -2.9422 1.3153 0.5942
O 1.6483 -3.0356 1.6723
O -1.5374 -2.3860 -0.1862
N -1.0570 0.0926 -0.7339
C 1.8282 2.3985 0.7676
C 0.3314 -0.3774 -1.1095
C 1.2770 0.8281 -1.1297
C 0.9524 1.9058 -0.0836
H -1.4200 1.0001 -1.0475
H -0.7070 -2.8983 -0.1586
H 1.4792 -3.2447 2.5952
H -1.2710 0.1005 0.2666
H -2.6192 1.7860 1.3748
H 2.5724 -3.1687 1.4412
H 1.6500 3.1941 1.4855
H -3.7173 1.8258 0.3190
H 0.0287 2.4806 -0.1208
H 0.2462 -0.8504 -2.1331
H 2.3308 0.5576 -0.9785
H -1.7094 -0.6285 -1.0581
H 0.5480 -1.0320 -0.2512
H -2.0446 -3.2056 -0.3336
H 2.8579 2.0565 0.9133
H 1.2746 1.2859 -2.1053

---

Entry 2
24
Properties=species:S:1:pos:R:3 method="wB97M-V/def2-TZVPD" gap_ev=11.26 total_charge=+1
O 4.3341 1.1865 -0.8123
O 1.2546 1.4332 -1.3882
O -2.9024 1.0999 -2.5123
N 0.4784 -0.2935 0.7531
C -0.7454 0.4015 1.2558
C 0.4235 -1.7785 0.8803
C -1.1366 -2.0418 1.1243
C -1.8571 -0.7155 1.1451
H 0.4291 -0.1359 -0.3516
H -3.1700 1.7341 -1.8776
H 1.3773 0.1677 1.0283
H -2.6750 -0.5698 1.8378
H 4.9462 1.2217 -1.6214
H 0.8151 -2.2861 -0.0481
H 1.0056 -2.2320 1.8272
H -2.6591 -0.8178 0.3693
H -3.1183 1.7317 -3.3235
H 2.1493 1.7581 -1.7244
H -1.1401 -2.2449 2.3311
H 4.8713 1.2612 -0.1214
H -1.6828 -2.7412 0.5274
H -0.6776 0.8601 2.3411
H 0.7111 1.8983 -2.0127
H -1.0312 1.1032 0.3727

---

Entry 3
24
Properties=species:S:1:pos:R:3 method="wB97M-V/def2-TZVPD" gap_ev=10.70 total_charge=+1
O 0.4859 -1.7010 -2.8229
O -1.2424 0.8469 -2.4091
O -0.1775 2.8350 1.6434
N -1.8122 0.8225 0.2256
C 0.1335 -0.4085 1.1029
C 1.0927 -1.5539 1.2455
C -0.9688 -0.3609 0.3781
C 2.4533 -1.1352 1.7290
H 1.3824 -1.6879 -2.4448
H -1.3995 1.6169 0.7538
H 0.3321 3.2226 0.9163
H 0.5941 -2.2283 1.9547
H 0.5548 -2.0199 -3.7303
H -0.0233 3.5398 2.2940
H -1.7145 1.1459 -0.7665
H 3.2557 -1.7239 1.2808
H -1.3044 -1.2053 -0.2120
H 2.7030 -0.0880 1.5532
H 1.0105 -2.2143 0.3721
H -0.3475 0.5126 -2.5816
H -1.5876 1.3339 -3.1621
H -2.7871 0.6017 0.3849
H 0.2380 0.3671 1.8466
H 2.6698 -1.1842 2.7831

---

Which of them is the least stable? Correct choice: entry 2.

---

Entry 1
16
Properties=species:S:1:pos:R:3 method="wB97M-V/def2-TZVPD" gap_ev=9.85 smiles="C[C@H](N)C(=O)O.O" total_charge=0
O -1.4613 1.6782 1.8454
O -3.2527 0.6666 0.9249
O 4.7241 -4.1688 -0.8756
N -1.5280 1.4518 -1.2616
C -1.1077 0.5159 -0.1637
C 0.3544 0.4263 0.3235
C -2.0695 0.8587 0.9575
H -2.0755 2.2954 2.2522
H 0.7017 1.4399 0.0994
H -1.4927 -0.3878 -0.6640
H -2.4950 1.6796 -1.1437
H 4.0101 -3.6144 -0.5861
H 5.5867 -3.9015 -0.5358
H 0.9005 -0.2599 -0.3223
H 0.4856 0.1149 1.3518
H -1.2805 1.2052 -2.2018

---

Entry 2
16
Properties=species:S:1:pos:R:3 method="wB97M-V/def2-TZVPD" gap_ev=10.95 smiles="CCNC(=O)O.O" total_charge=0
O -1.1762 0.2124 1.8772
O 1.9876 -0.4463 3.6310
O 0.9281 0.4075 1.0782
N -0.7530 -0.2454 -0.2734
C 0.0692 -0.2004 -1.4857
C -0.8282 0.1803 -2.6725
C -0.2365 0.1314 0.8920
H -0.6833 0.2609 2.7138
H -1.3190 1.1120 -2.4099
H 2.2103 0.4770 3.8049
H 0.5292 -1.1753 -1.6224
H 0.7617 0.6056 -1.3203
H 1.8368 -0.5118 2.6780
H -1.6686 -0.6449 -0.3824
H -0.1907 0.4611 -3.5093
H -1.4674 -0.6240 -2.9991

---

Entry 3
16
Properties=species:S:1:pos:R:3 method="wB97M-V/def2-TZVPD" gap_ev=10.70 smiles="CCNC(=O)O.O" total_charge=0
O 0.3000 -2.2024 -2.0149
O -0.2900 -1.1280 0.6039
O 0.8250 -0.1550 2.3365
N 0.2839 1.1183 0.5872
C 0.1911 -0.1563 1.1082
C -0.8196 1.5972 -0.2424
C -0.5084 1.3762 -1.7197
H 0.9283 -1.0811 2.5601
H -0.1924 0.3543 -1.8924
H -1.7188 1.0110 -0.0528
H 0.3284 2.0039 -2.0502
H 0.9302 1.6449 1.1470
H -1.3074 1.6842 -2.3952
H -0.0226 -2.2584 -1.1226
H -1.0147 2.6277 0.0465
H 0.4294 -3.1330 -2.2374

---

Which of them is the least stable? Correct choice: entry 1.